{"formula": "C2H8N3S2", "method": "ωB97M-V with the def2-TZVPD basis set", "gap_ev": [7.638, 7.411], "homo_ev": [-10.90, -13.87], "lumo_energy_ha": [-0.11974, -0.23737], "multiplicity": 3, "charge": 1, "species": ["C", "C", "N", "N", "N", "S", "S", "H", "H", "H", "H", "H", "H", "H", "H"], "positions_angstrom": [[0.93879, 3.38416, -0.15560], [-0.74013, -1.39846, 0.27101], [0.34674, -0.80146, -0.16231], [-1.84570, -0.69540, 0.52033], [1.59144, -1.38702, -0.31727], [-0.10087, 2.28634, 0.38805], [-0.71410, -3.14067, 0.47978], [1.69907, 3.13762, -0.88343], [0.89786, 4.40574, 0.19774], [0.35755, 0.23980, -0.17177], [-1.82421, 0.31064, 0.45027], [-2.65743, -1.11036, 0.94712], [1.94352, -1.27606, -1.26516], [1.59865, -2.36522, -0.04459], [-2.01272, -3.27441, 0.72993]]}

---

{"formula": "C2H8N4", "method": "ωB97M-V with the def2-TZVPD basis set", "gap_ev": 8.748, "homo_ev": -7.97, "lumo_energy_ha": 0.02864, "charge": 0, "species": ["C", "N", "C", "N", "N", "N", "H", "H", "H", "H", "H", "H", "H", "H"], "positions_angstrom": [[0.18602, 0.83738, 1.28193], [-0.52109, 0.06027, 0.25177], [-0.01748, 0.29033, -1.22526], [-0.55972, -1.34034, 0.63181], [1.29490, -0.12305, -1.42802], [-0.93114, 0.86472, -1.82215], [-1.02935, -1.40587, 1.53248], [-1.16579, -1.79412, -0.04848], [1.54295, -0.98114, -0.95033], [1.54793, -0.13348, -2.40559], [-1.40991, 0.61871, -0.40666], [0.22894, 1.87135, 0.94492], [1.19532, 0.44814, 1.41837], [-0.36159, 0.78710, 2.22521]]}

---

{"formula": "C2H8N4", "method": "ωB97M-V with the def2-TZVPD basis set", "gap_ev": [8.616, 8.872], "homo_ev": [-17.24, -19.52], "lumo_energy_ha": [-0.31693, -0.39125], "multiplicity": 3, "charge": 2, "species": ["C", "C", "N", "N", "N", "N", "H", "H", "H", "H", "H", "H", "H", "H"], "positions_angstrom": [[2.49506, 0.06147, -0.30168], [-3.08744, 0.36782, 0.01724], [3.67076, 0.48518, 0.18444], [0.17382, -0.59913, -0.17235], [-4.29182, -0.02792, 0.11799], [1.34620, -0.28224, 0.32709], [2.55429, 0.00413, -1.32534], [-2.33667, -0.43721, -0.16005], [4.55473, 0.50515, -0.47749], [3.82586, 0.82206, 1.08126], [0.09796, -0.64696, -1.27074], [-4.49914, -1.07108, 0.03391], [-5.07341, 0.59614, 0.34209], [1.37630, -0.21186, 1.34016]]}

---

{"formula": "C2H8N4O", "method": "ωB97M-V with the def2-TZVPD basis set", "gap_ev": 7.355, "homo_ev": -6.61, "lumo_energy_ha": 0.02751, "charge": 0, "species": ["C", "C", "N", "N", "N", "O", "N", "H", "H", "H", "H", "H", "H", "H", "H"], "positions_angstrom": [[-0.38603, 0.93902, 0.67029], [0.16034, -0.26940, 0.03695], [0.24549, -0.27401, -1.41230], [1.60540, 0.10938, 0.58881], [-0.78273, 1.95943, -0.08740], [-0.85577, -2.30641, -0.01434], [-0.65639, -1.08266, 0.77526], [-1.24859, -2.89239, 0.63948], [-0.40391, 1.07212, 1.74304], [0.72545, -1.11503, -1.71690], [-0.66110, -0.38224, -1.85544], [-0.80860, 1.76964, -1.08688], [1.79114, -0.42101, 1.43085], [2.39361, 0.08553, -0.05215], [-1.11834, 2.80802, 0.34073]]}

---

The electronic energy results, record by record, are as follows: -1041.263562 -299.898960 -299.199690 -375.106514 hartree.
The relative energy (zero: lowest compared OMol25 entry of this formula, charge and spin) results, record by record, are as follows: 84.24 345.92 0.00 525.33 kJ/mol.